9
Properties=species:S:1:pos:R:3 method="wB97M-V/def2-TZVPD" gap_ev=9.56 e_above_lowest_ev=0.2506 spin_multiplicity=1 e_tot_ha=-854.45693 charge=+1
S 1.54626 0.88270 -0.06784
H -1.86118 0.62563 -0.09103
H 3.03777 -0.98944 -0.94114
H -2.06119 0.05153 1.40979
N -1.48301 -0.06197 0.56726
H -1.55046 -0.98690 0.16889
S 1.75380 -1.11808 -0.63829
H -0.55621 0.31246 0.89120
H 1.17423 1.28408 -1.29884